9 unconnected molecules or ions with the total composition C18H54O9S7 at a distorted geometry. Source: the OMol25 dataset; level of theory: wB97M-V/def2-TZVPD.

Values from the calculation:
Energy: -4182.0938 hartree
HOMO-LUMO gap: 8.591 eV
Strongest force on any atom: 0.324 Eh/bohr
Charge: 0
Relative energy (zero: lowest compared OMol25 entry of this formula, charge and spin): 68.6 kJ/mol

```
88
Properties=species:S:1:pos:R:3:forces:R:3
C 2.383318 3.665580 -0.734273 -2.9 1.2 1.3
C 1.236318 4.126580 0.323727 4.4 -2.9 -0.8
O 1.555318 3.500580 1.516727 0.7 -0.6 1.9
H 2.409318 2.578580 -0.701273 0.6 0.2 -0.1
H 3.267318 4.278580 -0.721273 0.8 -0.4 0.9
H 1.941318 4.026580 -1.611273 -0.6 -0.2 -2.2
H 0.335318 3.672580 0.150727 -2.7 -0.2 -2.0
H 1.247318 5.153580 0.381727 -0.3 2.3 0.4
H 1.456318 2.530580 1.335727 0.0 0.6 0.7
C 4.304318 -3.948420 0.809727 -0.6 0.7 0.3
C 2.851318 -3.776420 1.152727 1.0 2.9 -2.5
O 2.712318 -3.340420 2.406727 3.6 -0.1 2.9
H 4.801318 -2.959420 0.776727 -0.2 -0.6 -0.5
H 4.467318 -4.578420 -0.059273 0.2 0.1 -0.1
H 4.624318 -4.409420 1.715727 1.0 -0.8 0.5
H 2.222318 -4.514420 0.956727 -2.0 -4.9 -0.5
H 2.288318 -3.116420 0.506727 0.5 1.5 -1.0
H 1.870318 -3.023420 2.528727 -3.5 1.1 0.7
C 1.132318 -0.393420 -0.763273 1.3 -1.0 -3.4
S 0.501318 -0.342420 0.890727 0.8 1.2 0.2
O 1.193318 0.770580 1.624727 0.4 0.0 0.1
C -1.035682 0.392580 0.421727 1.3 0.7 -1.0
H 0.948318 0.559580 -1.379273 0.4 -1.0 1.2
H 0.566318 -1.197420 -1.357273 0.5 1.0 1.2
H 2.251318 -0.730420 -0.900273 -2.0 0.9 1.0
H -1.427682 -0.472420 -0.035273 -1.8 -0.5 -0.9
H -0.892682 1.280580 -0.262273 -0.1 -1.1 0.7
H -1.496682 0.680580 1.326727 -0.9 0.1 0.8
C -0.279682 -1.322420 -4.012273 -0.6 -0.8 -0.9
S -2.047682 -1.425420 -3.741273 -0.3 -0.4 2.0
O -2.256682 -1.449420 -2.222273 0.3 0.0 -1.6
C -2.440682 0.215580 -4.234273 0.1 0.6 -0.5
H -0.133682 -1.155420 -5.084273 0.1 -0.7 0.0
H 0.187318 -2.212420 -3.572273 -0.1 0.2 -0.5
H 0.095318 -0.450420 -3.579273 0.5 1.4 1.2
H -2.477682 0.401580 -5.272273 0.8 -0.5 -1.7
H -1.823682 0.987580 -3.835273 0.6 0.3 0.8
H -3.450682 0.462580 -4.075273 -1.4 -0.1 1.3
C 3.589318 -1.289420 -3.676273 -0.4 -2.2 -1.0
S 4.763318 -0.033420 -3.723273 1.6 2.1 -1.2
O 4.908318 0.446580 -5.229273 -1.1 -1.1 3.7
C 3.674318 1.101580 -2.790273 1.3 2.8 1.0
H 2.849318 -0.771420 -4.308273 -0.8 -1.0 0.7
H 3.389318 -1.763420 -2.673273 -0.2 1.3 -0.8
H 3.995318 -2.130420 -4.249273 -0.1 0.1 -0.2
H 4.416318 2.006580 -2.772273 -2.0 -0.7 -0.8
H 3.600318 1.079580 -1.652273 0.3 -1.5 -1.4
H 2.620318 1.251580 -3.201273 1.7 0.1 0.0
C 4.805318 1.853580 1.987727 1.8 0.1 0.8
S 4.131318 0.245580 1.671727 2.8 -2.2 -3.4
O 4.694318 -0.185420 0.208727 -1.8 1.3 2.8
C 5.276318 -0.626420 2.714727 1.7 -2.4 1.1
H 4.065318 2.481580 1.605727 -1.3 1.5 -0.3
H 5.726318 2.046580 1.337727 -0.9 -0.7 1.3
H 4.929318 2.003580 3.125727 -0.1 -0.1 -2.0
H 5.041318 -0.258420 3.786727 0.5 -1.2 -1.5
H 6.406318 -0.506420 2.468727 -2.0 0.7 0.2
H 5.211318 -1.809420 2.511727 -0.7 2.8 1.0
C -2.498682 -3.135420 2.780727 -3.7 2.7 -0.1
S -1.032682 -2.952420 3.625727 3.4 0.6 -0.9
O 0.023318 -2.851420 2.492727 -1.5 -0.4 1.7
C -1.250682 -1.269420 4.211727 0.6 -0.3 -3.9
H -2.462682 -3.983420 2.202727 0.0 -2.6 -0.7
H -2.748682 -2.387420 1.991727 0.9 0.3 0.7
H -3.410682 -3.046420 3.453727 1.2 -0.7 -0.5
H -1.511682 -0.649420 3.329727 0.2 -0.3 0.6
H -0.415682 -0.896420 4.693727 2.1 0.4 0.7
H -1.986682 -1.276420 4.885727 -3.2 0.0 2.6
C -5.947682 3.722580 1.026727 -4.7 2.5 -0.1
S -4.617682 2.909580 0.289727 0.4 -0.1 -2.9
O -4.328682 3.651580 -0.998273 -0.4 -0.5 0.5
C -3.347682 3.443580 1.357727 0.2 3.9 -2.3
H -6.978682 3.935580 0.246727 3.4 -1.1 1.9
H -5.580682 4.837580 1.190727 -1.0 -2.3 0.5
H -6.445682 3.051580 1.870727 1.5 1.9 -1.2
H -2.493682 3.203580 0.779727 1.1 -0.4 -0.5
H -3.404682 2.793580 2.110727 0.1 -1.9 3.9
H -3.284682 4.594580 1.505727 -0.5 -2.1 0.2
C -5.563682 -0.634420 -1.202273 4.1 11.6 11.3
S -4.881682 -1.566420 0.092727 4.2 1.7 0.7
O -4.192682 -0.484420 0.975727 -1.6 -2.0 -0.7
C -6.303682 -2.282420 0.771727 0.1 3.7 4.0
H -6.518682 -0.134420 -0.736273 1.9 -0.2 -1.0
H -5.830682 -1.110420 -1.864273 -4.7 -9.0 -12.2
H -4.699682 0.133580 -1.580273 -2.3 -1.8 1.2
H -6.541682 -2.878420 0.008727 -1.9 -2.5 -2.9
H -7.048682 -1.444420 1.099727 1.0 -1.9 -0.5
H -5.873682 -2.902420 1.569727 -0.7 0.2 0.2
```
Forces are in eV/Å.